[1]
{"formula": "C16H24Br2ClLuNO8", "method": "ωB97M-V/def2-TZVPD", "homo_lumo_gap_ha": 0.045, "total_charge": 3, "homo_ev": -15.9, "species": ["C", "C", "C", "C", "C", "C", "C", "O", "C", "C", "O", "O", "N", "O", "O", "C", "C", "C", "O", "Br", "C", "O", "C", "C", "O", "C", "Cl", "Br", "H", "H", "H", "H", "H", "H", "H", "H", "H", "H", "H", "H", "H", "H", "H", "H", "H", "H", "H", "H", "H", "H", "H", "H", "Lu"], "coordinates": [[1.073, -3.035, 0.369], [0.972, -1.871, 1.295], [0.002, -0.535, 1.019], [0.913, 0.423, -0.005], [2.475, 0.582, 0.475], [3.565, -0.252, -0.427], [5.022, 0.541, -0.240], [6.111, -0.051, -1.044], [7.334, 0.786, -0.811], [8.713, 0.201, -0.093], [7.378, 2.107, -1.140], [-0.213, 0.070, 2.342], [-0.067, 1.406, 2.327], [0.300, 1.839, 3.412], [-1.208, -1.061, 0.367], [-2.404, -0.259, 0.665], [-3.201, -1.034, 1.890], [-4.748, -0.537, 2.110], [-5.141, 0.667, 2.536], [-6.198, -1.889, 1.634], [-3.333, -0.309, -0.724], [-4.326, 0.772, -0.799], [-3.725, 2.065, -1.161], [-4.371, 3.181, -0.101], [-3.985, -1.610, -0.939], [-4.622, -1.661, -2.265], [-6.491, -1.813, -2.048], [-4.029, -3.250, -3.381], [1.785, -3.920, 0.707], [0.497, -3.154, -0.646], [1.576, -1.884, 2.325], [0.376, 1.436, -0.274], [0.946, -0.193, -1.027], [2.680, 0.316, 1.596], [2.755, 1.735, 0.349], [3.327, -0.292, -1.574], [3.762, -1.351, -0.071], [4.863, 1.639, -0.616], [5.392, 0.549, 0.874], [9.356, 1.057, 0.423], [9.422, -0.315, -0.887], [8.411, -0.551, 0.761], [-2.207, 0.877, 0.864], [-2.619, -0.801, 2.885], [-3.174, -2.206, 1.752], [-2.596, -0.148, -1.647], [-2.555, 2.077, -1.187], [-4.105, 2.408, -2.235], [-3.892, 3.083, 0.987], [-4.345, 4.273, -0.521], [-5.514, 2.863, 0.035], [-4.445, -0.721, -2.939], [-5.491, -2.253, -5.196]], "forces_ev_per_a": [[0.237, 1.812, 2.121], [-0.470, -1.722, -1.224], [2.415, -1.509, -0.796], [-0.121, -0.939, -1.173], [0.743, 1.017, -0.227], [1.137, -0.190, -0.055], [-0.740, 1.212, 0.372], [2.242, 2.385, 1.495], [0.591, 5.996, -1.367], [0.132, -0.320, 0.399], [-0.852, -8.792, 1.998], [0.145, -2.863, -1.109], [1.650, 3.775, 3.208], [-1.637, -1.976, -3.730], [0.014, 2.444, 1.573], [-2.019, -1.200, -0.560], [0.053, 0.096, 0.799], [-1.599, 6.686, 1.985], [3.093, -8.560, -3.043], [1.365, 1.128, 0.457], [1.795, 2.515, -1.179], [2.118, -1.858, -0.116], [-0.713, 2.730, -0.107], [-0.552, -1.068, 0.315], [-1.372, 0.395, -3.690], [-0.495, 2.695, 3.620], [2.246, -0.068, -1.043], [1.005, -0.727, 1.088], [-1.689, 2.057, -0.829], [1.198, 0.536, 2.289], [-1.398, 0.088, -2.559], [1.122, -1.985, 0.909], [-0.224, 1.203, 2.272], [-0.685, 0.552, -2.078], [-0.666, -2.486, 0.359], [0.299, 0.267, 2.230], [-0.655, 2.016, -0.535], [0.240, -2.064, 0.836], [-1.081, -0.065, -2.010], [-1.820, -1.519, -1.427], [-1.808, 0.987, 1.442], [0.403, 1.327, -1.917], [-0.319, -2.212, -0.283], [-1.271, -0.330, -1.897], [-0.127, 2.538, -0.022], [-1.173, -0.420, 1.910], [-2.157, -0.289, 0.264], [0.798, -1.076, 2.104], [-0.896, 0.358, -2.527], [0.217, -2.221, 0.846], [2.521, 0.761, -0.385], [-0.039, -1.538, 1.507], [-1.200, 0.420, -0.508]]}

***

[2]
{"formula": "C16H24CaClO12", "method": "ωB97M-V/def2-TZVPD", "relative_energy_kcal_mol": 0.0, "homo_lumo_gap_ha": 0.201, "total_charge": 1, "homo_ev": -11.2, "species": ["Ca", "Cl", "O", "O", "O", "O", "O", "C", "O", "C", "C", "C", "H", "H", "H", "H", "H", "H", "O", "C", "O", "C", "C", "C", "H", "H", "H", "H", "H", "H", "O", "C", "O", "C", "C", "C", "H", "H", "H", "H", "H", "H", "O", "C", "O", "C", "C", "C", "H", "H", "H", "H", "H", "H"], "coordinates": [[-0.771, -3.949, 0.984], [-0.860, -0.213, -0.770], [-1.516, -0.728, -1.947], [0.493, 0.166, -1.200], [-1.493, 0.922, -0.213], [-0.820, -1.239, 0.222], [1.634, -3.228, 0.220], [2.726, -2.990, -0.097], [3.731, -3.119, 0.685], [4.963, -2.668, 0.098], [4.675, -2.686, -1.440], [3.121, -2.458, -1.570], [5.790, -3.335, 0.343], [5.338, -1.701, 0.433], [4.812, -3.693, -1.833], [5.334, -2.018, -1.994], [2.691, -3.091, -2.346], [2.706, -1.482, -1.821], [-0.477, -4.273, -1.476], [-0.510, -4.233, -2.717], [0.494, -4.822, -3.474], [0.331, -4.446, -4.839], [-0.715, -3.357, -4.939], [-1.516, -3.620, -3.665], [0.063, -5.356, -5.375], [1.264, -4.097, -5.281], [-1.302, -3.375, -5.857], [-0.155, -2.422, -4.917], [-2.348, -4.297, -3.857], [-2.028, -2.803, -3.156], [-3.518, 1.280, 5.862], [-3.785, 1.824, 4.812], [-3.361, 1.389, 3.572], [-3.707, 2.341, 2.540], [-3.722, 3.640, 3.331], [-4.212, 3.282, 4.678], [-4.649, 2.011, 2.100], [-2.868, 2.376, 1.846], [-4.177, 4.463, 2.780], [-2.676, 3.941, 3.282], [-5.291, 3.197, 4.814], [-3.817, 3.950, 5.444], [2.353, 4.792, 3.483], [1.667, 4.426, 2.570], [1.087, 3.238, 2.535], [0.235, 3.084, 1.386], [0.186, 4.493, 0.793], [1.466, 5.155, 1.206], [-0.738, 2.631, 1.576], [0.755, 2.497, 0.628], [-0.667, 5.070, 1.149], [0.051, 4.385, -0.284], [1.485, 6.245, 1.207], [2.246, 4.899, 0.490]], "forces_ev_per_a": [[1.655, 2.093, -2.497], [2.210, 2.089, -3.591], [-0.668, -0.190, 0.487], [-0.925, -0.792, 1.100], [-0.837, 0.332, 0.275], [0.119, -3.003, 2.298], [-5.924, -1.809, 2.365], [2.745, 2.375, -4.766], [1.753, 0.126, 1.502], [0.909, -0.164, -1.999], [-0.783, 0.172, 0.113], [1.141, -0.922, 1.656], [-0.475, -0.434, 0.152], [-0.958, 0.247, 0.326], [0.396, -0.024, 0.155], [-0.240, 0.089, 0.090], [-0.019, -0.404, 0.342], [0.313, 0.329, 0.741], [-0.487, -0.297, -0.946], [1.196, -1.015, -0.318], [-1.296, 1.518, 2.348], [0.142, -0.824, -1.816], [0.148, 0.282, 0.600], [-0.515, 0.600, 0.732], [-0.148, -0.032, -0.019], [0.232, -0.181, 0.502], [0.058, -0.189, 0.177], [-0.472, 0.294, 0.246], [0.236, -0.619, 0.029], [0.449, 0.470, -0.215], [-0.942, -0.322, -1.700], [2.892, 1.068, 1.114], [-0.642, -0.891, 0.782], [0.282, -0.052, 0.867], [0.260, 0.834, -2.278], [-0.674, -0.581, 0.642], [0.065, 0.230, -0.233], [-0.449, -0.438, -0.295], [-0.652, -0.113, 0.219], [0.208, 0.057, 0.909], [-0.318, 0.689, -0.349], [-0.024, -0.556, 0.259], [-0.402, -0.145, -0.052], [1.926, 1.662, -0.671], [-1.147, -1.176, 0.416], [0.867, 0.998, -1.000], [-1.545, 0.125, -0.996], [-0.006, -0.622, 0.394], [0.330, 0.080, 0.515], [0.036, -0.570, 0.338], [-0.121, -0.060, 0.192], [0.034, 0.231, -0.064], [-0.302, -0.158, 0.590], [0.371, -0.413, 0.331]]}

***

[3]
{"formula": "C16H24ClF3INO3S", "method": "ωB97M-V/def2-TZVPD", "homo_lumo_gap_ha": 0.308, "total_charge": 0, "smiles": "C=C[C@H]1[C@H]([C@@H](I)CC)[C@H]([C@@H](Cl)CC)OS(=O)(=O)[C@]1(N=C(C)C)C(F)(F)F", "homo_ev": -8.9, "species": ["C", "C", "C", "C", "C", "I", "C", "C", "C", "C", "Cl", "C", "C", "O", "S", "O", "O", "C", "N", "C", "C", "C", "C", "F", "F", "F", "H", "H", "H", "H", "H", "H", "H", "H", "H", "H", "H", "H", "H", "H", "H", "H", "H", "H", "H", "H", "H", "H", "H", "H"], "coordinates": [[0.693, 3.241, 0.270], [0.555, 2.235, -0.602], [0.399, 0.759, -0.227], [1.172, 0.376, 1.073], [2.687, 0.711, 0.970], [3.677, 0.615, 2.909], [3.492, 0.032, -0.156], [3.457, 0.809, -1.521], [0.870, -1.024, 1.654], [1.276, -2.239, 0.756], [2.826, -2.930, 1.436], [0.269, -3.404, 0.745], [0.698, -4.411, -0.383], [-0.497, -1.255, 2.078], [-1.600, -0.265, 1.489], [-2.846, -0.964, 1.510], [-1.658, 0.871, 2.354], [-1.180, 0.413, -0.198], [-1.833, 1.643, -0.317], [-3.115, 1.749, -0.435], [-4.084, 1.933, 0.724], [-3.801, 1.806, -1.811], [-1.460, -0.552, -1.380], [-1.301, 0.124, -2.511], [-2.660, -1.110, -1.342], [-0.597, -1.579, -1.450], [-0.017, 3.287, 1.104], [1.466, 4.003, 0.178], [0.523, 2.460, -1.673], [0.902, 0.221, -1.043], [0.814, 1.092, 1.834], [2.733, 1.779, 0.755], [4.545, 0.075, 0.149], [3.289, -1.024, -0.333], [2.965, 0.171, -2.263], [4.481, 0.966, -1.883], [3.014, 1.805, -1.429], [1.454, -1.141, 2.573], [1.492, -1.990, -0.286], [0.229, -3.944, 1.694], [-0.736, -3.084, 0.456], [1.755, -4.323, -0.647], [0.400, -5.422, -0.093], [0.137, -4.132, -1.286], [-3.581, 2.327, 1.607], [-4.643, 1.009, 0.910], [-4.811, 2.686, 0.384], [-4.337, 0.880, -2.033], [-3.023, 2.052, -2.537], [-4.489, 2.660, -1.773]], "forces_ev_per_a": [[-0.429, -0.020, 0.458], [0.152, -0.233, -0.326], [-0.709, 0.021, -0.074], [-0.495, 0.820, 0.954], [-0.378, -0.280, -0.759], [-0.240, -0.060, -0.362], [1.108, 0.723, -0.230], [0.269, -0.623, 0.385], [1.042, -0.824, -0.433], [-0.447, -0.567, 0.631], [-0.166, 0.263, -0.247], [0.593, -0.752, -1.222], [-0.757, 0.786, 0.106], [-0.063, 0.854, -1.213], [-1.851, 0.256, 2.274], [0.022, -1.125, -1.074], [1.165, 0.816, -0.109], [2.595, 1.147, -0.165], [-1.770, -2.084, -0.238], [-0.850, 0.141, -0.124], [0.216, 0.977, -0.678], [0.904, 1.196, 0.718], [0.239, -0.193, 0.565], [-0.251, 0.243, -0.505], [-0.705, 0.228, -0.204], [0.387, -0.172, 0.333], [1.266, -0.617, 0.824], [-1.104, 0.775, -0.772], [1.439, -0.373, 0.079], [-0.498, -0.035, 0.041], [-0.020, -0.318, -0.090], [0.019, -0.179, 0.266], [-0.280, -0.212, 0.109], [-0.148, 0.193, 0.277], [-0.199, 0.564, -0.068], [-0.198, -0.097, 0.096], [-0.206, -0.291, -0.164], [-0.224, 0.234, -0.130], [0.027, 0.229, 0.272], [0.003, 0.470, 0.062], [0.190, 0.199, 0.479], [-0.077, -0.389, 0.325], [0.347, 0.044, -0.224], [0.146, -0.255, 0.123], [-0.028, -0.507, 0.021], [0.307, 0.021, 0.089], [0.001, -0.250, 0.234], [0.096, 0.096, 0.051], [-0.276, -0.443, -0.151], [-0.164, -0.396, -0.210]]}